Entry 1:
{
  "formula": "C44H37Cl2GeN5O4Os",
  "method": "the ωB97M-V functional and the def2-TZVPD basis",
  "symbols": ["Os", "C", "N", "C", "C", "N", "C", "C", "C", "C", "C", "C", "N", "C", "N", "C", "C", "C", "C", "C", "C", "N", "H", "H", "H", "H", "H", "H", "H", "H", "H", "H", "H", "H", "H", "H", "H", "Cl", "C", "C", "C", "Cl", "C", "O", "C", "C", "O", "C", "H", "H", "H", "O", "C", "O", "C", "C", "Ge", "C", "C", "C", "C", "C", "C", "C", "C", "C", "C", "C", "C", "C", "C", "C", "C", "C", "C", "H", "H", "H", "H", "H", "H", "H", "H", "H", "H", "H", "H", "H", "H", "H", "H", "H", "H", "H"],
  "xyz": [[0.22, 0.18, -0.44], [-1.53, 1.35, 1.99], [-1.33, -0.03, 1.56], [-0.99, -0.95, 2.64], [0.29, -1.64, 2.37], [0.94, -1.63, 1.23], [2.07, -2.43, 1.43], [3.11, -2.83, 0.59], [4.08, -3.67, 1.10], [4.04, -4.13, 2.42], [3.02, -3.76, 3.27], [2.05, -2.92, 2.75], [0.90, -2.39, 3.31], [-1.89, 2.09, 0.76], [-1.24, 1.87, -0.37], [-1.90, 2.62, -1.35], [-1.65, 2.81, -2.71], [-2.53, 3.62, -3.41], [-3.61, 4.25, -2.79], [-3.85, 4.09, -1.44], [-2.98, 3.27, -0.74], [-2.93, 2.89, 0.59], [-0.59, 1.72, 2.40], [-2.31, 1.45, 2.76], [-2.17, -0.36, 1.06], [-1.78, -1.70, 2.78], [-0.90, -0.40, 3.58], [3.15, -2.52, -0.44], [4.89, -3.99, 0.46], [4.82, -4.78, 2.77], [2.97, -4.11, 4.29], [0.58, -2.55, 4.25], [-0.79, 2.38, -3.19], [-2.37, 3.77, -4.47], [-4.26, 4.88, -3.37], [-4.67, 4.60, -0.95], [-3.57, 3.19, 1.32], [7.46, 1.01, 0.11], [5.76, 0.94, 0.26], [5.14, 1.44, 1.41], [3.76, 1.42, 1.53], [3.02, 2.04, 2.94], [2.93, 0.90, 0.51], [1.63, 0.99, 0.66], [3.59, 0.31, -0.60], [2.89, -0.50, -1.55], [1.70, -0.86, -1.50], [4.99, 0.37, -0.73], [5.74, 1.84, 2.22], [3.50, -0.92, -2.36], [5.47, -0.05, -1.60], [0.29, 0.61, -2.96], [-0.60, -0.25, -2.98], [-1.12, -0.62, -1.84], [-1.08, -0.91, -4.23], [-2.23, -1.91, -4.02], [-2.77, -2.25, -2.12], [-3.93, -0.88, -1.28], [-4.33, -0.98, 0.06], [-5.24, -0.08, 0.60], [-5.77, 0.93, -0.19], [-5.37, 1.06, -1.51], [-4.45, 0.16, -2.05], [-4.29, -3.58, -2.51], [-4.28, -4.87, -1.99], [-5.31, -5.74, -2.32], [-6.33, -5.33, -3.17], [-6.33, -4.05, -3.69], [-5.31, -3.16, -3.35], [-1.57, -3.35, -0.99], [-1.95, -3.82, 0.27], [-1.11, -4.65, 1.00], [0.11, -5.04, 0.47], [0.50, -4.58, -0.78], [-0.34, -3.74, -1.51], [-0.19, -1.38, -4.67], [-1.35, -0.10, -4.92], [-1.98, -2.88, -4.46], [-3.12, -1.57, -4.54], [-3.96, -1.80, 0.67], [-5.57, -0.19, 1.63], [-6.53, 1.60, 0.21], [-5.78, 1.84, -2.13], [-4.15, 0.27, -3.09], [-3.49, -5.20, -1.34], [-5.30, -6.75, -1.92], [-7.13, -6.02, -3.43], [-7.12, -3.72, -4.36], [-5.34, -2.15, -3.74], [-2.93, -3.57, 0.66], [-1.43, -5.03, 1.96], [0.75, -5.72, 1.02], [1.44, -4.90, -1.20], [-0.03, -3.43, -2.50]],
  "spin_multiplicity": 5,
  "e_above_lowest_kcal_mol": 44.3,
  "total_charge": 2,
  "orbital_gap_ev": [5.86, 4.11],
  "lumo_ev": [-6.568, -8.318]
}



Entry 2:
{
  "formula": "C44H37F3N5OPbSSb",
  "method": "the ωB97M-V functional and the def2-TZVPD basis",
  "symbols": ["Pb", "C", "C", "C", "C", "N", "C", "C", "C", "C", "C", "C", "N", "C", "C", "C", "C", "C", "N", "H", "H", "H", "H", "H", "H", "H", "H", "H", "H", "H", "C", "C", "C", "N", "C", "S", "N", "C", "O", "C", "C", "C", "C", "C", "C", "H", "H", "H", "H", "H", "H", "H", "H", "H", "H", "H", "H", "H", "H", "F", "C", "C", "C", "C", "C", "C", "Sb", "C", "C", "C", "C", "F", "C", "C", "C", "C", "C", "C", "F", "C", "C", "H", "H", "H", "H", "H", "H", "H", "H", "H", "H", "H", "H"],
  "xyz": [[-0.35, 0.19, 0.75], [-1.15, 2.48, -3.24], [-2.45, 2.12, -3.57], [-3.13, 1.24, -2.75], [-2.52, 0.75, -1.61], [-1.26, 1.10, -1.30], [-0.59, 1.94, -2.10], [-3.18, -0.25, -0.72], [-4.52, -0.56, -0.76], [-4.99, -1.60, 0.03], [-4.10, -2.33, 0.80], [-2.76, -1.97, 0.81], [-2.35, -0.90, 0.11], [-1.69, -2.74, 1.48], [-1.89, -4.05, 1.88], [-0.82, -4.78, 2.39], [0.42, -4.17, 2.47], [0.54, -2.85, 2.05], [-0.49, -2.15, 1.58], [-0.57, 3.15, -3.86], [-2.92, 2.52, -4.46], [-4.12, 0.90, -3.02], [0.43, 2.17, -1.82], [-5.20, -0.01, -1.40], [-6.04, -1.86, 0.02], [-4.45, -3.17, 1.39], [-2.85, -4.53, 1.75], [-0.95, -5.80, 2.70], [1.29, -4.70, 2.83], [1.49, -2.34, 2.10], [7.65, -2.33, 2.30], [6.50, -1.90, 1.39], [5.37, -1.25, 2.18], [4.12, -1.26, 1.39], [3.22, -0.33, 1.26], [2.11, -0.50, -0.07], [3.20, 0.78, 2.06], [3.72, 0.94, 3.39], [4.28, 1.97, 3.65], [3.40, -0.11, 4.39], [4.33, -0.41, 5.38], [3.99, -1.28, 6.40], [2.71, -1.84, 6.44], [1.77, -1.52, 5.47], [2.12, -0.66, 4.44], [8.47, -2.72, 1.70], [7.35, -3.12, 2.98], [8.03, -1.50, 2.89], [6.11, -2.77, 0.85], [6.87, -1.20, 0.64], [5.62, -0.22, 2.44], [5.20, -1.80, 3.11], [4.03, -2.04, 0.75], [3.11, 1.66, 1.56], [5.31, 0.05, 5.35], [4.71, -1.52, 7.17], [2.45, -2.52, 7.25], [0.77, -1.93, 5.53], [1.39, -0.38, 3.69], [-4.59, 0.31, 7.19], [-3.85, 0.83, 6.24], [-3.63, 2.20, 6.24], [-2.85, 2.75, 5.23], [-2.31, 1.90, 4.26], [-2.55, 0.52, 4.27], [-3.33, -0.02, 5.27], [-1.12, 2.79, 2.79], [-2.25, 4.11, 1.65], [-3.64, 3.88, 1.63], [-4.45, 4.81, 1.01], [-3.86, 5.90, 0.39], [-4.63, 6.76, -0.22], [-2.48, 6.12, 0.37], [-1.66, 5.20, 0.99], [0.59, 3.63, 3.60], [1.48, 4.39, 2.82], [2.56, 4.98, 3.43], [2.74, 4.79, 4.80], [3.78, 5.33, 5.37], [1.87, 4.02, 5.58], [0.81, 3.40, 4.97], [-4.07, 2.81, 7.01], [-2.67, 3.82, 5.22], [-2.13, -0.12, 3.50], [-3.54, -1.08, 5.32], [-4.08, 3.03, 2.14], [-5.53, 4.70, 1.01], [-2.08, 7.00, -0.12], [-0.59, 5.37, 0.99], [1.32, 4.54, 1.75], [3.26, 5.60, 2.88], [2.06, 3.91, 6.64], [0.13, 2.79, 5.55]],
  "e_above_lowest_kcal_mol": 45.4,
  "total_charge": 4,
  "orbital_gap_ev": 4.83,
  "lumo_ev": -13.671
}



Which formula does entry 1 have? C44H37Cl2GeN5O4Os